--- i ---
Formula: C9H52NO18
Source: OMol25
Level of theory: ωB97M-V/def2-TZVPD

Values from the calculation:
charge	-1
HOMO-LUMO gap	5.618	eV
LUMO	0.056	Ha

Element x y z (Å)
C -2.01941 -0.27705 -0.11956
C -0.70815 0.26176 -0.69045
C -0.75104 1.79263 -0.50439
C -0.45949 2.26588 0.91693
C 0.82043 1.63370 1.42228
C 0.86733 0.10048 1.27814
N 0.50994 -0.25153 -0.09070
O 0.61726 -1.64144 -0.32557
C 0.06305 -0.58993 2.41975
C 2.34519 -0.25249 1.51112
C -0.74344 0.06815 -2.22497
H -2.28177 0.09543 0.87175
H -2.09615 -1.36304 -0.01829
H -2.93953 -0.06562 -0.67977
H -1.72585 2.24737 -0.71375
H -0.04084 2.27521 -1.17743
H -1.28030 1.91629 1.55334
H -0.43226 3.35094 1.01426
H 0.94218 1.79508 2.50550
H 1.72136 2.19181 1.14032
H 0.45674 -1.60869 2.41652
H -0.98311 -0.80396 2.20387
H 0.09637 -0.15047 3.41991
H 2.91738 0.32627 0.77675
H 2.63610 -1.29150 1.37222
H 2.63393 0.17274 2.47722
H -1.78860 -0.02159 -2.51839
H -0.29501 -0.87039 -2.55466
H -0.20935 0.81967 -2.80708
O 1.07331 5.11216 2.94266
H 0.54925 4.97362 2.14788
H 1.06708 4.25637 3.38658
O -3.42040 -0.99017 -4.61582
H -3.25701 -1.71943 -3.98814
H -4.26805 -1.20127 -5.02014
O 2.64079 -3.61196 -1.26479
H 3.46180 -3.76859 -0.78813
H 2.06671 -3.12756 -0.63693
O -0.32927 -3.76687 4.21612
H -0.91177 -3.97587 4.95455
H 0.23543 -3.05272 4.53916
O -2.87247 0.54596 3.46413
H -2.50832 0.06101 4.21204
H -2.10075 0.85531 2.97501
O -0.21221 2.80563 4.54278
H -0.36174 1.85380 4.50370
H 0.62625 2.90113 5.01194
O -2.02062 -3.14418 -3.08327
H -1.44779 -2.65149 -2.47667
H -2.79364 -3.38873 -2.54743
O -4.33468 -3.14050 -1.28117
H -5.12054 -3.69401 -1.28232
H -4.13288 -2.98819 -0.33210
O 5.91037 -0.05877 0.76539
H 5.04440 0.19801 1.11044
H 6.16541 -0.82587 1.28953
O 4.76098 -0.98125 -1.87998
H 3.77836 -0.89728 -1.96045
H 4.99277 -0.58454 -1.02655
O 2.12295 -1.41423 -2.85216
H 2.38583 -2.28613 -2.50533
H 1.49644 -1.08670 -2.18098
O 2.37100 1.91056 -2.03817
H 1.62134 1.56120 -1.52587
H 1.98112 2.21252 -2.87024
O -0.89292 -3.51305 1.38510
H -0.42854 -2.87423 0.78004
H -0.54551 -3.31357 2.26708
O -2.70516 2.25778 -4.16217
H -2.91462 1.88987 -3.29469
H -3.31378 1.81441 -4.76212
O -3.66583 -3.09278 1.38248
H -3.81930 -3.25031 2.31620
H -2.69019 -3.19800 1.26360
O 3.13632 4.44653 -0.62444
H 3.94844 4.67036 -1.08881
H 2.74880 3.72435 -1.14743
O -0.23947 3.75381 -4.07313
H -1.01981 3.42600 -3.60705
H 0.26916 4.24219 -3.41478

***

--- ii ---
Formula: C9H52NO18
Source: OMol25
Level of theory: ωB97M-V/def2-TZVPD

Values from the calculation:
charge	-1
HOMO-LUMO gap	5.352	eV
LUMO	0.051	Ha

Element x y z (Å)
C 0.17830 1.19867 -2.60291
C 0.11387 0.24171 -1.40391
C 1.23395 -0.81023 -1.64285
C 1.61374 -1.64032 -0.44108
C 1.74450 -0.78146 0.78641
C 0.59362 0.18665 1.07533
N 0.33822 0.96989 -0.13451
O -0.69719 1.90709 0.09753
C 1.11836 1.02942 2.23681
C -0.64328 -0.63464 1.55499
C -1.20860 -0.55853 -1.56570
H 1.12662 1.73095 -2.64505
H -0.69482 1.84331 -2.53115
H 0.14984 0.56558 -3.49326
H 2.14708 -0.29285 -1.95779
H 0.91179 -1.42743 -2.48525
H 2.45053 -2.29279 -0.67514
H 0.76081 -2.28297 -0.16577
H 2.66424 -0.19073 0.69593
H 1.93060 -1.47855 1.61211
H 0.47988 1.82755 2.62704
H 2.00229 1.58078 1.91153
H 1.32657 0.32061 3.03921
H -1.60275 -0.60738 1.03338
H -0.93136 -0.37784 2.58037
H -0.46191 -1.71906 1.54802
H -1.30113 -1.46186 -0.96217
H -1.22563 -0.87862 -2.61447
H -2.12031 0.03483 -1.52186
O -5.02987 -0.20791 -1.71958
H -4.83733 -0.05456 -0.78618
H -5.95998 -0.45647 -1.73763
O -2.71129 -0.10859 -5.62112
H -2.09656 -0.47032 -6.26798
H -2.24354 0.64152 -5.23053
O 2.51123 2.86370 -0.80735
H 1.73204 2.28770 -0.92899
H 2.15682 3.62380 -0.30814
O 4.51746 -2.80197 0.94770
H 4.32374 -2.14194 1.62457
H 3.70164 -3.31642 0.87397
O 1.40937 -4.00928 2.05892
H 0.63954 -3.48993 1.79195
H 1.04891 -4.85338 2.35132
O 2.61452 2.40617 4.76280
H 1.68696 2.14869 4.69971
H 2.60585 3.36887 4.74110
O -1.01521 4.38506 -1.65173
H -0.48301 3.59213 -1.49729
H -1.89888 4.12415 -1.36921
O -3.25318 -3.20754 1.96068
H -3.51752 -2.50006 2.55998
H -2.54736 -3.66962 2.42500
O -2.55129 1.96332 2.28776
H -1.92205 1.83185 1.53605
H -3.04949 1.14321 2.33551
O 0.05959 -2.98201 -4.63502
H -0.75435 -3.32159 -4.24652
H -0.10575 -2.03840 -4.75163
O 1.10247 -0.03174 6.02303
H 0.82784 -0.31129 6.90229
H 1.81660 -0.63311 5.78415
O -1.68181 3.24492 4.63716
H -1.98920 2.77484 3.83162
H -0.82252 2.85946 4.82831
O 1.30727 4.46699 1.08789
H 0.78185 3.64986 1.06145
H 0.96269 4.95950 1.83807
O 4.70333 -1.05752 -1.32970
H 3.95780 -1.14199 -1.93071
H 4.63160 -1.82374 -0.72587
O -3.29897 2.29544 -1.59408
H -3.93465 1.57198 -1.53709
H -2.50466 1.96449 -1.13376
O -3.82967 -3.60031 -0.75387
H -2.99108 -3.31763 -1.13238
H -3.72237 -3.47717 0.20706
O 2.71392 -0.70519 -5.03654
H 2.19831 -0.89917 -5.82617
H 2.74242 -1.54059 -4.55475

***

Tell me which of them is the most stable. Sure, it is i.

***

--- i ---
Formula: C3H6N2O2
Source: OMol25
Level of theory: ωB97M-V/def2-TZVPD

Values from the calculation:
charge	0
HOMO-LUMO gap	10.653	eV
SMILES	[H]/N=C/OCC(N)=O
LUMO	0.030	Ha

Element x y z (Å)
H 1.67132 0.61301 -2.19361
N 1.09895 0.27522 -1.42192
C 1.74217 0.30762 -0.32602
O 1.25943 -0.06095 0.87745
C 0.01713 -0.81565 0.96776
C -1.28831 -0.18653 0.57549
N -1.47574 0.71942 -0.38234
O -2.18130 -0.59945 1.32225
H 2.77737 0.66367 -0.23342
H 0.18079 -1.76548 0.45155
H -0.61649 -1.04703 1.93365
H -2.41786 1.06576 -0.47317
H -0.76748 0.83037 -1.09768

***

--- ii ---
Formula: C3H6N2O2
Source: OMol25
Level of theory: ωB97M-V/def2-TZVPD

Values from the calculation:
charge	0
HOMO-LUMO gap	10.408	eV
SMILES	NCC(=O)NC=O
LUMO	0.018	Ha

Element x y z (Å)
N -0.40279 -1.00924 2.01959
C -0.50884 -0.08086 0.87084
C 0.81883 0.27382 0.21144
O 1.63442 0.59261 0.97183
N 0.84625 0.48316 -1.18099
C -0.13871 0.37178 -2.21305
O 0.30550 0.51284 -3.38303
H 0.40525 -0.71873 2.59236
H -1.28682 -0.92533 2.52211
H -1.06605 -0.66870 0.12627
H -1.10670 0.84204 1.02124
H 1.75616 0.09164 -1.55301
H -1.25649 0.23496 -2.00562

***

--- iii ---
Formula: C3H6N2O2
Source: OMol25
Level of theory: ωB97M-V/def2-TZVPD

Values from the calculation:
charge	0
HOMO-LUMO gap	10.695	eV
SMILES	[H]/N=C(\N)CC(=O)O
LUMO	0.017	Ha

Element x y z (Å)
H -2.10417 -0.92343 -1.06920
N -1.13064 -0.68083 -0.97936
C -0.60066 -0.31196 0.12781
N -1.32291 -0.50105 1.28707
C 0.74683 0.18073 0.33777
C 1.49565 0.94366 -0.77692
O 2.16999 1.86594 -0.47526
O 1.00863 0.71887 -1.94308
H -0.75778 -0.48719 2.13159
H -1.86908 -1.41530 1.41683
H 1.26950 -0.68308 0.63493
H 0.94031 1.01464 1.09372
H 0.15435 0.27902 -1.78589

***

--- iv ---
Formula: C3H6N2O2
Source: OMol25
Level of theory: ωB97M-V/def2-TZVPD

Values from the calculation:
charge	0
HOMO-LUMO gap	10.363	eV
SMILES	C[C@@]1(NO)NC1=O
LUMO	0.032	Ha

Element x y z (Å)
C 0.90654 -1.16505 -0.24109
C 0.09925 0.03090 0.19981
N -1.34895 -0.08007 0.30079
O -1.99471 -0.07917 -0.97138
N 0.62776 0.97367 1.16891
C 0.44443 1.43981 -0.11456
O 0.60868 2.34697 -0.86067
H 1.01354 -1.86435 0.58903
H 0.39189 -1.66862 -1.05904
H 1.89378 -0.86208 -0.58299
H -1.60081 -0.97168 0.72254
H -2.25093 0.83964 -1.12916
H 1.20953 1.06004 1.97779

***

Tell me which of them is the most stable. Sure, it is iii.

***

--- i ---
Formula: C4H6ClF
Source: OMol25
Level of theory: ωB97M-V/def2-TZVPD

Values from the calculation:
charge	0
HOMO-LUMO gap	9.857	eV
SMILES	CC(C)=C(F)Cl
LUMO	0.033	Ha

Element x y z (Å)
C 1.19746 1.74326 0.01627
C 0.93669 0.21779 0.09717
C 2.07012 -0.75208 -0.03896
C -0.27674 -0.34075 -0.04196
F -0.35930 -1.64328 0.04131
Cl -1.82908 0.38053 -0.01342
H 1.82139 1.94813 0.94365
H 0.28458 2.29289 -0.05720
H 1.86692 1.95286 -0.83494
H 2.69496 -0.34884 -0.79209
H 1.57426 -1.61627 -0.47096
H 2.52083 -1.11749 0.87268

***

--- ii ---
Formula: C4H6ClF
Source: OMol25
Level of theory: ωB97M-V/def2-TZVPD

Values from the calculation:
charge	0
HOMO-LUMO gap	10.601	eV
SMILES	C/C=C/[C@@H](F)Cl
LUMO	0.027	Ha

Element x y z (Å)
C 1.97622 -0.32126 -0.24505
C 0.61240 0.24224 0.07515
C -0.61357 -0.40217 0.06831
C -1.82574 0.35978 0.34332
F -1.82722 1.61777 -0.35703
Cl -3.28214 -0.54117 -0.19394
H 2.32529 -1.19761 0.35884
H 2.78833 0.42354 -0.01163
H 2.05830 -0.68967 -1.28063
H 0.47623 1.34263 0.13019
H -0.69477 -1.42323 -0.33075
H -1.99332 0.58915 1.44322

***

--- iii ---
Formula: C4H6ClF
Source: OMol25
Level of theory: ωB97M-V/def2-TZVPD

Values from the calculation:
charge	0
HOMO-LUMO gap	10.314	eV
SMILES	C/C(F)=C\CCl
LUMO	0.032	Ha

Element x y z (Å)
C 1.55058 0.04437 0.92057
C 0.60601 0.74100 0.06533
F 1.02370 2.05730 -0.13398
C -0.54446 0.48548 -0.60553
C -1.38084 -0.75492 -0.50279
Cl -2.29972 -1.00860 -2.03017
H 2.55815 0.42742 0.84160
H 1.19195 0.14665 1.91801
H 1.50992 -1.02439 0.77039
H -1.03954 1.29427 -1.25488
H -0.97084 -1.71968 -0.23363
H -2.20491 -0.68891 0.24507

***

Tell me which of them is the most stable. Sure, it is iii.